[1]
78
Properties=species:S:1:pos:R:3:forces:R:3:lowdin_charge:R:1 method="wB97M-V/def2-TZVPD" multiplicity=5 homo_ev="-3.81 / -4.47" de_lowest_kcal_mol=0.0 total_charge=-1 homo_lumo_gap_ha="0.2223 / 0.2465" fmax_ev_per_a=1.9 s_squared=6.2233
Mn 0.224388 -0.702123 -0.103571 0.32 -0.91 -1.09 0.75
O -1.497489 -0.015656 5.648396 -0.09 -0.05 0.27 0.08
C -1.174144 -0.130730 4.344869 0.07 0.01 -0.28 -0.29
C -1.061692 0.976365 3.509872 0.03 0.17 0.27 0.07
C -0.692927 0.770675 2.205431 0.13 -0.04 -0.20 -0.16
N -0.436395 -0.445028 1.728857 -0.69 0.32 1.71 0.04
C -0.582604 -1.510578 2.517077 0.23 -0.05 -0.27 -0.15
C -0.952517 -1.403439 3.833542 -0.05 -0.25 0.21 0.08
C -0.288288 -2.816297 1.787029 -0.12 -0.01 -0.26 -0.59
O -0.358375 -3.867623 2.401756 0.07 -0.01 -0.02 0.05
O -0.016299 -2.633759 0.539440 0.08 0.08 0.53 -0.14
C -0.535706 1.863223 1.158425 -0.07 0.11 -0.37 -0.61
O -0.543498 3.033040 1.527884 -0.03 -0.05 0.00 0.03
O -0.418651 1.382412 -0.019989 0.14 0.24 0.39 -0.10
H -1.598610 0.916027 5.863508 -0.03 0.09 0.04 0.11
H -1.225325 1.993380 3.851523 -0.01 -0.06 -0.02 0.13
H -1.056912 -2.297568 4.436178 0.03 0.09 -0.03 0.13
C 4.419475 -0.283616 -0.060081 -0.24 -0.23 -0.46 -0.49
P 2.644836 0.208285 0.283457 0.73 0.24 0.19 1.06
C 2.825855 0.170988 2.121523 -0.11 -0.08 -0.07 -0.36
C 2.973468 -1.111850 2.664858 -0.07 0.01 -0.02 -0.11
C 3.113814 -1.298304 4.030190 -0.02 0.06 -0.03 -0.08
C 3.099538 -0.198038 4.882505 -0.02 -0.09 -0.03 -0.10
C 2.916619 1.070198 4.357221 -0.05 0.09 0.02 -0.09
C 2.767571 1.257733 2.985372 -0.11 0.07 0.02 -0.09
C 2.747760 1.960431 -0.222591 -0.09 0.02 -0.03 -0.36
C 3.612450 2.874146 0.381199 0.07 0.02 -0.06 -0.11
C 3.663893 4.188130 -0.060319 0.02 -0.04 0.02 -0.09
C 2.860044 4.594077 -1.118550 -0.02 -0.02 -0.02 -0.09
C 2.029003 3.680040 -1.748659 -0.02 0.07 0.05 -0.07
C 1.972991 2.366098 -1.307731 -0.05 -0.01 0.17 -0.10
P 4.898784 -0.907224 -1.755228 -0.11 0.26 0.03 1.04
C 4.325026 0.456880 -2.855178 -0.01 -0.02 0.02 -0.38
C 4.876748 1.741006 -2.849416 -0.01 0.00 -0.07 -0.10
C 4.403951 2.707491 -3.721189 0.07 -0.02 0.00 -0.10
C 3.365677 2.409907 -4.600653 0.02 -0.03 0.00 -0.09
C 2.799062 1.145716 -4.603479 0.06 0.03 0.02 -0.07
C 3.286233 0.167704 -3.739161 0.12 -0.03 0.02 -0.08
C 6.703955 -0.513591 -1.711532 -0.06 -0.07 -0.08 -0.39
C 7.451718 -0.353263 -0.548197 0.04 0.02 0.00 -0.10
C 8.825534 -0.127915 -0.608861 -0.05 -0.02 -0.01 -0.10
C 9.472786 -0.074571 -1.832173 0.00 0.00 -0.01 -0.11
C 8.741502 -0.256198 -3.002479 -0.05 -0.02 0.04 -0.09
C 7.375488 -0.478722 -2.939850 0.02 0.04 0.06 -0.11
H 4.658129 -1.089997 0.631961 0.06 -0.02 0.07 0.03
H 5.017504 0.594033 0.182961 0.03 0.04 0.16 0.04
H 2.942327 -1.977291 2.005712 0.04 0.03 0.05 0.11
H 3.215742 -2.300469 4.428281 -0.01 0.02 -0.01 0.11
H 3.202906 -0.338734 5.952425 0.01 0.02 -0.05 0.10
H 2.878520 1.929436 5.018908 -0.02 -0.04 -0.05 0.10
H 2.575841 2.252750 2.600334 0.02 -0.07 0.04 0.10
H 4.253705 2.563191 1.200140 -0.03 0.03 -0.07 0.10
H 4.325493 4.896448 0.426363 -0.02 -0.04 -0.02 0.10
H 2.890527 5.625640 -1.453033 -0.01 -0.05 0.00 0.10
H 1.409462 3.990533 -2.581954 0.04 -0.04 0.03 0.11
H 1.322414 1.651370 -1.793815 -0.08 0.01 -0.01 0.09
H 5.680895 1.983859 -2.162762 -0.01 -0.01 -0.01 0.11
H 4.834525 3.702537 -3.706525 -0.02 -0.03 0.01 0.10
H 2.996175 3.172618 -5.278054 0.01 -0.03 0.04 0.10
H 1.975965 0.910567 -5.268945 0.07 0.01 0.05 0.09
H 2.851278 -0.828103 -3.746182 0.25 0.30 -0.08 0.06
H 6.971146 -0.400280 0.422307 0.03 0.02 -0.04 0.09
H 9.388141 0.009233 0.307402 -0.03 -0.02 -0.01 0.10
H 10.541038 0.104402 -1.876981 -0.05 -0.01 0.00 0.09
H 9.240876 -0.225441 -3.963904 -0.03 0.01 0.02 0.10
H 6.806583 -0.612484 -3.854502 0.04 0.01 0.01 0.11
Cl 2.279354 -3.318732 -1.387348 0.00 0.04 0.07 0.67
C 1.723715 -2.686810 -2.907527 -0.48 0.17 0.06 -0.63
C 2.198887 -3.268914 -4.063385 -0.04 -0.03 -0.01 -0.16
C 1.779320 -2.815700 -5.308302 0.12 -0.05 -0.07 -0.13
C 0.862732 -1.774725 -5.365175 -0.09 0.06 -0.02 -0.16
C 0.380938 -1.198003 -4.209472 -0.06 -0.11 0.06 -0.64
Cl -0.750548 0.121638 -4.329996 0.02 0.02 -0.05 0.65
C 0.782560 -1.592484 -2.896705 0.27 -0.33 0.27 -0.48
N 0.342341 -0.934956 -1.830894 0.02 0.02 -1.26 -0.09
H 2.907369 -4.086442 -3.988112 -0.04 0.08 0.05 0.10
H 2.163905 -3.265522 -6.214918 -0.03 0.03 0.03 0.09
H 0.524597 -1.395928 -6.322828 -0.04 0.01 0.06 0.10

[2]
54
Properties=species:S:1:pos:R:3:forces:R:3:lowdin_charge:R:1 method="wB97M-V/def2-TZVPD" multiplicity=2 homo_ev="-0.66 / -0.57" de_lowest_kcal_mol=64.1 total_charge=-2 homo_lumo_gap_ha="0.1948 / 0.1914" fmax_ev_per_a=3.2 s_squared=1.1076
Ru -0.018895 0.009206 0.146025 -1.57 0.39 -2.79 0.84
O 1.335566 -2.061957 -0.161795 -0.53 0.58 0.12 -0.20
C 1.732289 -2.740879 1.020997 0.09 -0.21 0.14 -0.28
C 2.253635 -1.853055 2.154387 0.25 0.16 -0.02 -0.60
C 2.488027 -2.797725 3.349324 -0.17 -0.15 -0.20 -0.25
O 3.249196 -2.243396 4.421050 0.01 0.02 0.07 -0.09
C 1.218943 -0.803315 2.562200 -0.20 -0.13 0.29 -0.66
Se -0.606935 -1.461827 2.859774 -0.16 0.26 -0.35 0.37
C 3.586588 -1.195007 1.750388 0.09 0.29 -0.21 -0.60
Se 3.504173 0.198450 0.333376 -0.04 -0.15 0.00 0.33
H 2.055905 -1.437560 -0.429472 0.17 0.00 0.09 -0.04
H 2.511739 -3.481306 0.779746 0.00 0.11 -0.08 0.12
H 0.849084 -3.276236 1.375036 0.00 0.01 -0.02 0.07
H 3.036761 -3.686258 3.021295 0.09 0.07 0.01 0.12
H 1.505334 -3.116059 3.716631 0.02 -0.04 -0.03 0.08
H 2.830584 -1.409234 4.658034 -0.04 0.01 -0.03 0.07
H 1.118245 -0.040235 1.775501 0.90 0.15 0.72 -0.07
H 1.543109 -0.265004 3.458759 0.12 0.09 -0.10 0.05
H 4.265893 -1.964481 1.373979 -0.01 -0.10 0.17 0.04
H 4.055065 -0.732217 2.616088 -0.03 -0.09 0.10 0.03
C -0.367792 3.997808 1.341051 -0.05 -0.26 -0.07 -0.08
C -0.924415 3.078068 0.237255 0.21 0.45 -1.33 -0.78
C -2.430018 3.366348 0.060855 0.15 -0.16 0.08 -0.08
C -0.193159 3.389862 -1.094260 -0.14 0.06 0.23 -0.08
N -0.755522 1.735076 0.618075 0.50 -2.39 1.28 -0.10
H -0.517417 5.050758 1.080514 0.02 0.02 0.00 0.06
H 0.697429 3.798160 1.463690 0.01 0.04 0.04 0.07
H -0.872637 3.777491 2.283136 0.02 0.01 0.02 0.07
H -2.596751 4.406679 -0.234456 -0.01 0.02 -0.01 0.07
H -2.950783 3.166262 0.999449 -0.03 0.00 -0.01 0.07
H -2.838419 2.706782 -0.707783 -0.04 0.04 -0.01 0.05
H -0.334858 4.432935 -1.405543 0.02 -0.03 -0.02 0.06
H -0.568305 2.719544 -1.869738 0.01 0.03 -0.05 0.06
H 0.871471 3.186545 -0.969888 0.01 -0.02 -0.06 0.07
Cl 0.645547 0.405533 -5.816933 -0.09 -0.04 -0.22 0.49
C 1.260279 0.783529 -4.185610 0.02 -0.03 0.50 -0.50
C 0.615202 -0.026745 -3.024550 0.18 -0.33 -0.61 -0.75
O -0.141567 -0.969068 -3.296539 -0.07 0.26 0.22 -0.10
O 1.033189 0.404863 -1.925324 -0.54 0.20 0.97 -0.17
H 1.088483 1.840052 -4.002386 0.02 0.02 -0.04 0.06
H 2.329461 0.589187 -4.186686 0.00 0.02 0.01 0.07
C -1.980645 -2.778901 -1.589142 0.45 0.17 -0.02 -0.26
P -1.891865 -1.015850 -1.107365 -0.11 0.64 1.48 0.79
C -2.950126 -0.213348 -2.382400 0.47 0.06 -0.08 -0.26
C -3.154136 -1.006160 0.243316 -0.06 -0.09 -0.15 -0.33
H -3.019846 -3.095918 -1.690198 -0.05 0.06 0.01 0.03
H -1.493079 -3.361383 -0.805947 0.00 -0.01 -0.02 0.04
H -1.440716 -2.910999 -2.525333 0.01 -0.03 0.03 0.03
H -3.944072 -0.665819 -2.371095 0.02 -0.01 0.04 0.03
H -2.497906 -0.321935 -3.365123 0.05 0.03 -0.04 0.03
H -3.029314 0.847974 -2.141161 -0.04 -0.02 -0.01 0.02
H -4.133526 -1.371795 -0.089294 0.03 0.02 -0.05 0.02
H -3.235368 0.020988 0.602346 -0.03 -0.01 0.03 0.02
H -2.793122 -1.608433 1.075739 0.05 0.02 -0.01 -0.04